Record 1
This record from the Open Molecules 2025 dataset describes C4H8N2OS in the gas phase. The level of theory is ωB97M-V with the def2-TZVPD basis set.

Calculated values
E_tot (a.u.): -740.113590
Energy relative to the best compared isomer or geometry (same formula, charge and spin) (eV): 1.318
LUMO (eV): 0.6
HOMO energy (eV): -8.50
HOMO-LUMO gap (eV): 9.05

Last column: natural (NBO) charge in e.
Element x y z (Å)
1 H 1.8414 -2.1762 -1.3829  0.33
2 N 0.8705 -2.2743 -1.8029  -0.71
3 C 0.1218 -1.3202 -1.3913  0.45
4 C -1.4032 -1.3488 -1.8432  -0.69
5 N 0.5145 -0.4323 -0.4798  -0.78
6 S -0.5730 0.7134 0.0962  0.45
7 C 0.5706 1.1033 1.3709  0.37
8 C 0.0803 2.1505 2.3414  -0.72
9 O 1.7024 0.6791 1.4673  -0.57
10 H -1.3200 -2.2182 -2.5606  0.26
11 H -1.6865 -0.4932 -2.4366  0.22
12 H -2.0681 -1.5728 -1.0145  0.23
13 H 1.3792 -0.1640 -0.0123  0.44
14 H -0.8444 1.8403 2.7956  0.24
15 H -0.0570 3.1320 1.7687  0.24
16 H 0.8715 2.3813 3.0841  0.25

Record 2
This record from the Open Molecules 2025 dataset describes C6H12O in the gas phase. The level of theory is ωB97M-V with the def2-TZVPD basis set.

Calculated values
E_tot (a.u.): -311.003454
Energy relative to the best compared isomer or geometry (same formula, charge and spin) (eV): 1.519
LUMO (eV): 1.0
HOMO energy (eV): -9.77
HOMO-LUMO gap (eV): 10.77

Last column: natural (NBO) charge in e.
Element x y z (Å)
1 C 1.4909 0.9819 0.5438  -0.60
2 C 0.8237 -0.3662 0.2303  -0.22
3 C 1.6371 -1.0858 -0.8558  -0.59
4 C -0.6029 -0.3255 -0.3444  -0.23
5 C -1.9014 -0.7178 0.3225  -0.45
6 C -1.7180 0.6689 -0.2189  0.09
7 O -1.6078 1.7429 0.6636  -0.71
8 H 1.1561 1.4206 1.4884  0.22
9 H 2.5789 0.8407 0.6086  0.20
10 H 1.3039 1.7111 -0.2515  0.21
11 H 0.8448 -0.9765 1.1440  0.20
12 H 2.6575 -1.3297 -0.5490  0.21
13 H 1.6971 -0.4338 -1.7373  0.20
14 H 1.1390 -2.0116 -1.1648  0.20
15 H -0.5866 -0.7037 -1.3616  0.20
16 H -2.5462 -1.4232 -0.1947  0.21
17 H -1.9438 -0.7972 1.4063  0.21
18 H -2.2180 0.9116 -1.1582  0.17
19 H -2.2926 1.6562 1.3338  0.47

Record 3
This record from the Open Molecules 2025 dataset describes a molecular structure, C22H29N3P2Sc. The level of theory is ωB97M-V with the def2-TZVPD basis set.

Calculated values
E_tot (a.u.): -2463.177536
Energy relative to the best compared isomer or geometry (same formula, charge and spin) (eV): 1.079
LUMO (alpha / beta) (eV): -2.5 / -2.8
Total charge: +1
HOMO energy (alpha / beta) (eV): -8.87 / -8.55
HOMO-LUMO gap (alpha / beta) (eV): 6.37 / 5.74

Last column: natural (NBO) charge in e.
Element x y z (Å)
1 C -1.8881 -2.2648 -2.8982  -0.20
2 C -1.1023 -1.3257 -2.2318  -0.07
3 C -1.7188 -0.4968 -1.2466  0.16
4 C -3.1163 -0.5239 -1.0867  -0.07
5 C -3.8747 -1.4795 -1.7776  -0.17
6 C -3.2637 -2.3566 -2.6648  -0.23
7 C -3.7921 0.4203 -0.1752  -0.28
8 C -2.9526 1.5555 0.2534  -0.09
9 C -1.5645 1.5491 0.0251  0.22
10 C -0.8071 2.7394 0.2493  -0.10
11 C -1.4200 3.7969 0.9210  -0.20
12 C -2.7717 3.7442 1.2759  -0.22
13 C -3.5385 2.6418 0.9193  -0.17
14 H -1.4089 -2.9278 -3.6221  0.21
15 H -4.9546 -1.5125 -1.6137  0.22
16 H -3.8534 -3.1041 -3.1952  0.23
17 H -4.6974 0.8072 -0.6655  0.23
18 H -0.8264 4.6841 1.1528  0.21
19 H -3.2237 4.5815 1.8074  0.23
20 H -4.6080 2.6099 1.1410  0.22
21 N -0.9553 0.3708 -0.4463  -0.88
22 Sc 0.7010 -0.2386 0.4133  1.34
23 C 0.3761 -1.1860 -2.5802  -0.70
24 H 0.6523 -0.1286 -2.7432  0.25
25 H 0.5994 -1.7409 -3.5026  0.24
26 C 0.6235 2.8881 -0.2605  -0.70
27 H 0.7148 2.5581 -1.3110  0.25
28 H 0.9298 3.9430 -0.2085  0.24
29 P 1.5655 -1.8906 -1.3289  0.72
30 P 1.9287 1.9805 0.7156  0.72
31 C 1.8885 2.8886 2.2942  -0.94
32 H 2.4371 2.3049 3.0461  0.23
33 H 2.3692 3.8697 2.1775  0.25
34 H 0.8577 3.0242 2.6443  0.26
35 C 3.4706 2.5796 -0.0371  -0.93
36 H 3.6236 3.6454 0.1838  0.24
37 H 4.3008 1.9982 0.3861  0.25
38 H 3.4508 2.4233 -1.1234  0.25
39 C 1.1417 -3.6608 -1.3857  -0.95
40 H 1.5768 -4.1240 -2.2820  0.25
41 H 1.5554 -4.1469 -0.4913  0.22
42 H 0.0546 -3.8069 -1.3895  0.26
43 C 3.1525 -1.8469 -2.2100  -0.93
44 H 3.9226 -2.2649 -1.5477  0.25
45 H 3.1016 -2.4416 -3.1329  0.24
46 H 3.4229 -0.8104 -2.4500  0.25
47 H -4.2796 -0.2046 0.8518  0.04
48 H -4.7404 -0.5763 1.4926  0.01
49 N 2.0913 -3.0019 3.1224  -0.48
50 C 2.4616 -1.8851 3.8728  -0.07
51 C 1.8505 -0.8164 3.2974  -0.06
52 N 1.1216 -1.2646 2.1842  -0.65
53 C 1.2913 -2.6027 2.1235  0.23
54 H 2.3689 -3.9628 3.3023  0.45
55 H 3.1050 -1.9480 4.7331  0.25
56 H 1.8429 0.2221 3.5886  0.24
57 H 0.8076 -3.2855 1.4335  0.24

Record 4
This record from the Open Molecules 2025 dataset describes a molecular structure, C2H13N3O3. The level of theory is ωB97M-V with the def2-TZVPD basis set.

Calculated values
E_tot (a.u.): -473.963905
Energy relative to the best compared isomer or geometry (same formula, charge and spin) (eV): 0.990
LUMO (eV): 0.5
HOMO energy (eV): -9.67
HOMO-LUMO gap (eV): 10.20

Last column: natural (NBO) charge in e.
Element x y z (Å)
1 H 0.8770 0.2583 -0.6370  0.46
2 O 1.9775 0.5805 -0.2318  -1.07
3 N -0.3826 0.0300 -0.6641  -0.82
4 H 1.7674 0.9409 0.5800  0.46
5 H -0.9955 0.6086 -1.1453  0.37
6 C -0.8720 -0.8189 0.2466  0.65
7 N -2.0772 -0.6253 0.8070  -0.61
8 H -2.6472 -1.3454 0.8385  0.38
9 N -0.0491 -1.7357 0.8020  -0.80
10 H -0.2481 -2.1186 1.6600  0.38
11 H 0.9065 -2.0152 0.4767  0.46
12 C -2.8090 0.6074 0.8204  -0.42
13 H -3.4847 0.6039 1.6927  0.21
14 H -2.2214 1.4974 0.8605  0.22
15 H -3.3687 0.7811 -0.1014  0.18
16 O 2.4190 -1.9057 -0.1870  -1.01
17 H 2.4417 -0.8949 -0.4215  0.52
18 H 2.9570 -2.3275 -0.7929  0.47
19 O 1.7533 3.0295 -1.4929  -0.98
20 H 1.7003 2.1589 -0.9739  0.49
21 H 2.3558 2.6905 -2.1365  0.45

Record 5
This record from the Open Molecules 2025 dataset describes a molecular structure, C12H22CuN2O10. The level of theory is ωB97M-V with the def2-TZVPD basis set.

Calculated values
E_tot (a.u.): -2972.549607
Energy relative to the best compared isomer or geometry (same formula, charge and spin) (eV): 0.000
LUMO (eV): 2.1
Total charge: -1
HOMO energy (eV): -1.25
HOMO-LUMO gap (eV): 3.39

Last column: natural (NBO) charge in e.
Element x y z (Å)
1 Cu -8.0396 -3.9476 19.0174  0.89
2 O -4.2870 -0.2696 19.7583  -0.95
3 C -4.8301 -1.1599 20.6177  -0.03
4 C -6.1781 -1.8638 20.2964  -0.05
5 O -6.4344 -2.4155 19.0594  -1.01
6 H -4.8843 -0.7247 21.6486  0.06
7 H -4.1230 -2.0283 20.7571  0.04
8 H -7.0553 -1.2456 20.6090  0.06
9 H -6.1415 -2.5949 21.1424  0.04
10 C -6.2168 -4.1739 23.0927  -0.49
11 N -7.5398 -4.1575 22.4395  0.55
12 O -7.7650 -4.9458 21.5404  -0.41
13 O -8.3908 -3.4017 22.8707  -0.40
14 H -5.4776 -4.1901 22.2973  0.27
15 H -6.0653 -5.1028 23.6486  0.21
16 H -6.1758 -3.3664 23.8114  0.24
17 C -8.3232 -1.0801 16.8868  -0.48
18 N -8.7126 -2.3177 16.1660  0.55
19 O -8.6572 -2.3492 14.9585  -0.38
20 O -8.9337 -3.2834 16.8783  -0.42
21 H -9.0760 -0.3337 16.6231  0.20
22 H -7.3459 -0.8199 16.4944  0.26
23 H -8.3513 -1.1900 17.9651  0.27
24 O -9.7815 -3.3780 20.1867  -0.60
25 C -10.7706 -2.7716 20.4656  0.82
26 O -12.0273 -3.2044 20.1821  -0.49
27 C -12.9671 -2.2156 20.5934  -0.07
28 C -12.2538 -1.4542 21.6924  -0.43
29 C -10.7977 -1.4330 21.1926  -0.53
30 H -13.9122 -2.5685 21.0028  0.19
31 H -13.1935 -1.5605 19.7471  0.17
32 H -12.4007 -2.0006 22.6232  0.21
33 H -12.5903 -0.4210 21.7758  0.22
34 H -10.0017 -1.4507 21.9309  0.28
35 H -10.6543 -0.6359 20.4630  0.24
36 O -8.1573 -6.0665 18.2767  -0.59
37 C -9.0679 -6.8216 18.4560  0.81
38 O -9.6567 -7.5139 17.4470  -0.49
39 C -10.8199 -8.2231 17.9422  -0.07
40 C -11.1490 -7.5600 19.2696  -0.43
41 C -9.7844 -7.1368 19.7503  -0.54
42 H -10.5386 -9.2715 18.0522  0.17
43 H -11.6560 -8.1504 17.2502  0.19
44 H -11.5430 -8.3320 19.9351  0.21
45 H -11.8945 -6.7758 19.1604  0.22
46 H -9.2336 -7.9558 20.2227  0.23
47 H -9.8264 -6.3470 20.4973  0.27

Record 6
This record from the Open Molecules 2025 dataset describes C3H3NO3 in the gas phase. The level of theory is ωB97M-V with the def2-TZVPD basis set.

Calculated values
E_tot (a.u.): -396.559041
Energy relative to the best compared isomer or geometry (same formula, charge and spin) (eV): 1.779
LUMO (eV): 0.3
HOMO energy (eV): -10.47
HOMO-LUMO gap (eV): 10.77

Last column: natural (NBO) charge in e.
Element x y z (Å)
1 H 0.0122 1.9159 -1.6806  0.36
2 N 0.1013 0.9063 -1.8166  -0.59
3 C 0.0364 0.2898 -0.7249  0.44
4 C 0.1232 -1.2347 -0.7153  0.37
5 O 1.0943 -1.8136 -1.1264  -0.46
6 O -0.1500 0.9972 0.4682  -0.52
7 C -0.1433 0.3705 1.6712  0.65
8 O -0.1057 -0.8190 1.8516  -0.54
9 H -0.7895 -1.7550 -0.3846  0.14
10 H -0.1788 1.1427 2.4573  0.14